[1]
This record from OMol25 describes C14H15NO3Zr as an isolated structure. The level of theory is wB97M-V/def2-TZVPD.

The geometry in XYZ format:
```
34
Properties=species:S:1:pos:R:3
C -0.9464 1.0430 -1.8372
C 0.4195 0.6708 -1.9627
C 1.1958 1.4602 -1.0344
C 0.2644 2.3277 -0.3534
C -1.0455 2.0632 -0.8488
Zr 0.0483 -0.0897 0.4094
N -1.6075 -0.9805 0.1455
C -0.2468 -2.6805 -0.2152
C 0.9609 -2.0318 -0.5889
H 2.2817 1.4750 -0.9547
H 0.8288 -0.0758 -2.6581
H 0.5478 3.1195 0.3514
H -1.9519 2.6224 -0.6011
H -1.7622 0.6495 -2.4408
H 1.1882 -1.8093 -1.6320
H -0.9848 -3.0693 -0.9427
H -2.6079 -1.3153 0.1599
H 1.7858 -2.0091 0.1539
H -0.3543 -3.1106 0.8319
O 0.9657 2.8112 4.0834
C 0.8346 1.7526 4.9134
C 0.8252 1.9820 6.2948
C 0.5852 0.9296 7.1527
C 0.3648 -0.3837 6.6831
C 0.4112 -0.6338 5.2972
C 0.6528 0.4276 4.4173
C 0.5567 0.2815 2.9900
O 0.8500 -0.8482 2.3978
O 0.0972 1.2641 2.2337
H 0.6893 2.4689 3.1893
H 1.0017 3.0200 6.6175
H 0.5655 1.1472 8.2298
H 0.1683 -1.1834 7.3950
H 0.2445 -1.6363 4.8950
```

Properties
gap between HOMO and LUMO	7.97	eV
E_LUMO	0.1315	eV
E_HOMO	-7.8	eV
multiplicity	1
largest force on an atom	3.11	eV/A

***

[2]
This record from OMol25 describes a 2-piece molecular cluster, C16H25N2O6 overall. The level of theory is wB97M-V/def2-TZVPD.

The geometry in XYZ format:
```
49
Properties=species:S:1:pos:R:3
C 1.3505 -1.1869 5.3748
C 1.1853 -0.2182 4.2197
C 1.1890 1.2199 4.6519
O -0.0461 -0.6254 3.5179
C -0.1454 -0.1122 2.2724
N -1.2560 -0.7490 1.6318
N -1.6678 -0.1268 0.6049
C -3.1198 -0.2154 0.5022
O -3.8652 -0.8272 1.2377
O -3.4911 0.5136 -0.5673
C -4.8821 0.2614 -0.9868
C -5.0232 0.8661 -2.3697
C -5.9127 0.7760 -0.0231
O 0.6027 0.7185 1.7921
H 2.3029 -0.9991 5.8795
H 0.5482 -1.0797 6.1172
H 1.3541 -2.2220 5.0216
H 2.0161 -0.3673 3.5121
H 2.1197 1.4304 5.1924
H 1.1351 1.8782 3.7807
H 0.3519 1.4327 5.3319
H -5.0005 -0.8322 -1.0571
H -6.0211 0.6526 -2.7647
H -4.8933 1.9557 -2.3379
H -4.2826 0.4505 -3.0579
H -6.9091 0.6247 -0.4553
H -5.8464 0.2308 0.9221
H -5.7815 1.8512 0.1621
C 4.2012 -0.6278 -3.6340
C 3.0974 -0.4524 -2.5887
C 3.3987 -1.3681 -1.3926
C 3.0268 1.0230 -2.1351
C 1.8080 1.3571 -1.2272
O 1.7968 2.4205 -0.6092
C 0.7482 0.3812 -1.1756
C 0.5564 -0.6263 -2.1825
O -0.4417 -1.3514 -2.2440
C 1.7179 -0.7853 -3.1995
H 4.0336 0.0234 -4.4996
H 5.1779 -0.3847 -3.1994
H 4.2299 -1.6683 -3.9804
H 2.6467 -1.2603 -0.6043
H 3.4141 -2.4134 -1.7292
H 4.3838 -1.1175 -0.9765
H 3.9558 1.2843 -1.6087
H 2.9794 1.6633 -3.0342
H -0.0266 0.5254 -0.4382
H 1.5512 -0.1117 -4.0596
H 1.7329 -1.8121 -3.5863
```

Properties
gap between HOMO and LUMO	4.33	eV
E_LUMO	1.3015	eV
total charge	-1
E_HOMO	-3.0	eV
multiplicity	1
largest force on an atom	3.32	eV/A

***

Which value of E_LUMO does entry 1 give? 0.1315 eV

***

Look up the largest force on an atom of the second one. 3.32 eV/A